w) ORCA calculation (the ωB97M-V functional and the def2-TZVPD basis) on C3H6FNO2 in the gas phase.

## Properties
Kohn-Sham gap: 10.988 eV
Structure (SMILES): COC(=O)N(C)F

Geometry (Å):
C -1.366 0.711 -1.822
O -0.331 -0.034 -1.344
C 0.105 0.311 -0.069
O -0.387 1.027 0.731
N 1.501 -0.311 0.208
C 1.559 -0.712 1.551
F 1.634 -1.470 -0.510
H -1.865 1.225 -0.917
H -2.055 -0.026 -2.130
H -1.231 1.417 -2.716
H 1.630 0.181 2.225
H 0.711 -1.136 1.855
H 2.424 -1.395 1.560

Computed Löwdin charges, given in elementary charges: -0.112 -0.032 -0.410 0.147 -0.075 -0.077 -0.029 0.119 0.071 0.123 0.121 0.041 0.112

---

x) ORCA calculation (the ωB97M-V functional and the def2-TZVPD basis) on 2 unconnected molecules or ions with the total composition C3H6FNO2.

## Properties
Kohn-Sham gap: 9.777 eV

Geometry (Å):
C 0.116 0.092 -0.482
C 1.139 0.340 2.017
C -1.542 -0.756 -1.975
N 0.197 1.096 1.253
O 1.141 -0.333 -0.864
O -1.111 0.050 -0.820
F 0.909 2.287 0.779
H 0.517 -0.535 2.508
H 1.974 -0.122 1.407
H 1.466 0.856 2.967
H -1.720 -1.708 -1.626
H -0.685 -0.851 -2.674
H -2.400 -0.416 -2.489

Computed Löwdin charges, given in elementary charges: -0.385 -0.182 0.032 -0.037 0.154 0.022 -0.156 0.117 0.082 0.090 0.068 0.111 0.084

---

y) ORCA calculation (the ωB97M-V functional and the def2-TZVPD basis) on C3H6FNO2 in the gas phase.

## Properties
Kohn-Sham gap: 10.715 eV
Structure (SMILES): NC[C@H](F)C(=O)O

Geometry (Å):
N -1.707 -1.317 -0.096
C -0.668 -0.357 -0.539
C 0.284 0.089 0.568
F -0.329 1.066 1.300
C 1.569 0.711 -0.046
O 2.249 0.093 -0.846
O 1.818 1.927 0.465
H -1.350 -2.278 -0.284
H -2.570 -1.182 -0.690
H -0.058 -0.848 -1.345
H -1.082 0.667 -0.840
H 0.696 -0.695 1.251
H 1.149 2.124 1.102

Computed Löwdin charges, given in elementary charges: -0.022 -0.215 -0.266 -0.003 -0.457 0.104 0.148 0.080 0.088 0.127 0.153 0.175 0.088

---

z) ORCA calculation (the ωB97M-V functional and the def2-TZVPD basis) on 2 unconnected molecules or ions with the total composition C3H6FNO2.

## Properties
Kohn-Sham gap: 11.077 eV
Structure (SMILES): C[C@@]1(F)OC1=O.N

Geometry (Å):
C -0.050 1.505 0.032
C -1.052 0.486 0.465
F -0.944 0.217 1.790
O -2.478 0.571 0.174
C -1.845 -0.461 -0.350
O -2.071 -1.365 -1.077
H 0.751 0.955 -0.504
H 0.348 1.978 0.884
H -0.588 2.328 -0.604
N 1.757 -1.352 -0.195
H 2.780 -1.135 -0.449
H 1.361 -1.911 -0.882
H 2.031 -1.817 0.716

Computed Löwdin charges, given in elementary charges: 0.016 -0.405 0.084 0.187 -0.402 0.160 0.071 0.063 0.137 0.009 0.054 -0.022 0.048

---

Decreasing stability: y), z), w), x)